DFT (the ωB97M-V functional and the def2-TZVPD basis) results for the molecule C8H17N3O3 in a non-equilibrium geometry.

The energy relative to the best compared isomer or geometry (same formula, charge and spin) is 41.8 kcal/mol. Its SMILES is NCCCC[C@H](N)C(=O)NCC(=O)O. The calculation puts the LUMO energy at 0.6231 eV. The molar mass is 203.24 g/mol. As for the gap between HOMO and LUMO: 9.7 eV.

```
! wB97M-V def2-TZVPD RIJCOSX def2/J DEFGRID3
* xyz 0 1
N 5.810 -1.403 -0.350
C 4.443 -0.806 -0.488
C 3.812 -0.039 0.700
C 2.685 0.923 0.370
C 1.285 0.379 0.625
C 0.202 1.125 -0.279
N -0.191 2.462 0.131
C -1.075 0.192 -0.264
O -1.028 -1.025 -0.494
N -2.189 1.010 -0.334
C -3.489 0.473 -0.547
C -3.839 -0.827 0.141
O -4.807 -1.437 -0.326
O -3.119 -1.161 1.146
H 6.334 -1.336 -1.156
H 5.765 -2.270 0.181
H 4.718 -0.146 -1.218
H 3.731 -1.481 -0.944
H 3.707 -0.776 1.470
H 4.524 0.594 1.044
H 2.705 1.940 0.916
H 2.700 1.272 -0.639
H 1.277 -0.675 0.169
H 0.921 0.306 1.635
H 0.596 1.094 -1.354
H -0.586 3.007 -0.588
H 0.622 3.137 0.377
H -1.978 1.863 0.145
H -3.664 0.275 -1.561
H -4.301 1.218 -0.140
H -3.606 -2.055 1.376
*
```


DFT (the ωB97M-V functional and the def2-TZVPD basis) results for the ion C8H17N4OS with charge +1 in a non-equilibrium geometry.

The energy relative to the best compared isomer or geometry (same formula, charge and spin) is 0.0 kcal/mol. Its expectation value of S² is 2.01. The calculation puts the LUMO energy (alpha / beta) at -3.1390 / -6.4188 eV. The molar mass is 217.32 g/mol. As for the gap between HOMO and LUMO (alpha / beta): 7.2 / 6.7 eV.

```
! wB97M-V def2-TZVPD RIJCOSX def2/J DEFGRID3
* xyz 1 3
C 0.194 0.192 -0.765
C -0.980 -1.279 1.174
C 0.965 -1.098 -0.413
C 1.233 2.470 -0.450
C -0.435 2.001 -2.265
C 1.810 0.788 -2.459
C -3.152 -1.226 2.662
C 0.763 1.358 -1.501
N -1.025 0.082 -0.527
N -1.739 -0.727 0.256
N 0.504 -1.478 0.884
N 1.196 -1.145 2.062
O -1.344 -3.371 2.766
S -1.431 -1.731 2.839
H 0.584 -1.850 -1.277
H 2.065 -0.945 -0.475
H 1.627 3.361 -0.970
H 0.306 2.600 0.105
H 2.236 2.052 -0.074
H -0.116 2.757 -3.032
H -0.852 2.724 -1.627
H -1.143 1.194 -2.642
H 2.405 1.615 -3.033
H 1.418 0.130 -3.172
H 2.799 0.317 -1.957
H -3.715 -1.617 3.491
H -3.589 -1.481 1.604
H -3.187 -0.142 2.721
H 2.096 -1.645 2.224
H -1.251 -3.607 1.907
H 1.760 -0.297 1.943
*
```


DFT (the ωB97M-V functional and the def2-TZVPD basis) results for the molecule C8H17N5O3 in a non-equilibrium geometry.

The energy relative to the best compared isomer or geometry (same formula, charge and spin) is 51.5 kcal/mol. Its SMILES is [H]/N=C(/N)NCCC[C@H](NC(=O)CN)C(=O)O. The calculation puts the LUMO energy at 0.4795 eV. The molar mass is 231.26 g/mol. As for the gap between HOMO and LUMO: 9.8 eV.

```
! wB97M-V def2-TZVPD RIJCOSX def2/J DEFGRID3
* xyz 0 1
H -2.132 2.714 1.992
N -1.848 3.666 2.080
C -1.125 4.253 1.169
N -0.830 5.622 1.223
N -0.638 3.698 -0.072
C -1.204 2.353 -0.378
C -0.140 1.216 -0.036
C -0.476 -0.229 -0.446
C 0.569 -1.262 0.021
N 0.185 -2.583 -0.261
C 0.519 -3.335 -1.373
O -0.129 -4.309 -1.667
C 1.546 -2.662 -2.358
N 1.884 -3.408 -3.477
C 0.687 -1.053 1.585
O 1.711 -0.797 2.239
O -0.551 -1.504 2.094
H -1.304 6.260 1.980
H 0.172 5.893 1.111
H -0.717 4.474 -0.767
H -1.392 2.326 -1.470
H -2.232 2.231 0.181
H 0.795 1.554 -0.540
H -0.002 1.147 1.015
H -0.627 -0.309 -1.550
H -1.481 -0.528 -0.020
H 1.590 -1.023 -0.403
H -0.608 -2.989 0.260
H 2.433 -2.323 -1.847
H 1.014 -1.754 -2.758
H 2.185 -4.348 -3.228
H 0.937 -3.638 -3.944
H -0.421 -1.466 3.096
*
```


DFT (the ωB97M-V functional and the def2-TZVPD basis) results for a cluster of 2 separate species, C8H17NO5 in total in a non-equilibrium geometry.

The energy relative to the best compared isomer or geometry (same formula, charge and spin) is 236.1 kcal/mol. The calculation puts the LUMO energy at 0.2581 eV. The molar mass is 207.23 g/mol. As for the gap between HOMO and LUMO: 8.4 eV.

```
! wB97M-V def2-TZVPD RIJCOSX def2/J DEFGRID3
* xyz 0 1
O 2.039 1.998 -2.076
C 0.696 2.195 -1.395
H 0.891 2.283 -0.342
C -0.293 1.090 -1.646
N -0.684 0.393 -0.561
C -1.137 1.119 0.564
C -1.836 0.220 1.519
C -1.363 -1.400 1.288
C 0.207 -1.207 1.246
O 0.561 -0.411 2.522
H 1.693 -0.554 2.498
C 0.677 -0.547 -0.114
C 1.023 -1.333 -1.043
H 0.414 -1.889 -1.602
O 2.109 -0.854 -1.850
H 2.627 -1.362 -2.413
H 1.562 -2.186 -0.411
H 1.551 0.295 0.312
H 0.632 -2.316 1.416
O -1.620 -2.088 0.326
H -1.684 -1.502 -0.586
H -1.353 -1.951 2.278
O -1.956 0.409 2.814
H -0.973 0.468 3.229
H -3.099 -0.281 0.954
H -1.903 1.681 0.170
H -0.548 1.737 1.221
H -1.177 1.318 -1.990
H 0.239 0.511 -2.454
H 0.414 3.196 -1.872
H 2.290 0.966 -2.005
*
```


DFT (the ωB97M-V functional and the def2-TZVPD basis) results for the ion C8H17NP with charge +1 in a non-equilibrium geometry.

The energy relative to the best compared isomer or geometry (same formula, charge and spin) is 47.8 kcal/mol. Its SMILES is CC[C@@]1(P(C)C)CC=[NH+]C1. The calculation puts the LUMO energy at -4.9900 eV. The molar mass is 158.21 g/mol. As for the gap between HOMO and LUMO: 6.2 eV.

```
! wB97M-V def2-TZVPD RIJCOSX def2/J DEFGRID3
* xyz 1 1
C 0.326 1.872 1.771
C 1.097 0.819 0.769
C 0.126 0.078 -0.325
P -0.322 -1.764 -0.089
C 1.209 -2.883 0.133
C -1.578 -1.919 1.340
C -1.338 0.743 -0.684
C -1.133 1.927 -1.805
N 0.136 1.722 -2.340
C 0.861 0.506 -1.757
H 1.170 2.611 2.181
H -0.077 1.301 2.717
H -0.467 2.557 1.248
H 1.653 0.041 1.470
H 1.930 1.460 0.203
H 1.780 -2.757 1.151
H 1.951 -2.681 -0.758
H 0.839 -4.008 -0.013
H -1.527 -0.985 2.072
H -1.409 -2.869 2.024
H -2.691 -1.952 0.943
H -1.928 1.082 0.282
H -1.950 -0.195 -1.080
H -1.912 2.764 -2.054
H 0.631 2.301 -3.068
H 0.589 -0.325 -2.552
H 2.034 0.555 -1.781
*
```


DFT (the ωB97M-V functional and the def2-TZVPD basis) results for a structure of composition C8H17OP2Zn in a non-equilibrium geometry.

The calculation puts the LUMO energy (alpha / beta) at 2.6157 / 2.6162 eV. The molar mass is 256.56 g/mol. As for the gap between HOMO and LUMO (alpha / beta): 3.9 / 3.9 eV.

```
! wB97M-V def2-TZVPD RIJCOSX def2/J DEFGRID3
* xyz -1 1
C -1.790 2.912 0.376
C -0.915 4.021 0.154
C 0.281 3.775 0.883
C 0.123 2.590 1.645
C -1.140 2.026 1.293
Zn -1.378 -0.661 -0.825
P -3.132 -0.170 -2.102
H -2.774 2.752 -0.064
H -1.127 4.882 -0.474
H 1.139 4.432 0.900
H -1.539 1.089 1.677
H 0.855 2.142 2.318
H -2.744 -0.290 -3.478
H -3.598 1.193 -1.993
H -4.312 -0.989 -2.042
C 1.478 -2.730 -1.454
P 1.320 -1.757 0.033
C 0.511 -2.729 1.304
C 2.916 -1.192 0.578
O 0.492 -0.475 -0.236
H 2.416 -2.443 -1.950
H 0.644 -2.546 -2.143
H 1.516 -3.800 -1.214
H 1.102 -3.630 1.510
H 0.438 -2.146 2.234
H -0.505 -3.037 1.005
H 3.172 -0.266 0.042
H 2.888 -0.982 1.657
H 3.659 -1.969 0.364
*
```


DFT (the ωB97M-V functional and the def2-TZVPD basis) results for a structure of composition C8H17P2V in a non-equilibrium geometry.

Its expectation value of S² is 2.04. The calculation puts the LUMO energy (alpha / beta) at 0.6042 / 0.5559 eV. The molar mass is 226.12 g/mol. As for the gap between HOMO and LUMO (alpha / beta): 6.7 / 7.3 eV.

```
! wB97M-V def2-TZVPD RIJCOSX def2/J DEFGRID3
* xyz 0 3
C 1.734 1.041 -1.436
C 1.018 0.974 -2.646
C -0.381 0.877 -2.685
C -1.192 1.370 -1.623
C -0.635 2.323 -0.701
V 0.339 0.853 -0.241
P 1.482 1.986 1.437
H 2.798 0.828 -1.286
H 1.550 0.898 -3.603
H -0.868 0.471 -3.580
H -1.189 3.125 -0.225
H -2.262 1.141 -1.597
H 0.735 2.841 2.312
H 2.427 2.948 0.942
H 2.330 1.328 2.395
C -2.029 -1.103 1.491
P -0.396 -1.075 0.676
C 0.733 -1.721 1.947
C -0.485 -2.350 -0.596
H -2.050 -0.400 2.336
H -2.243 -2.115 1.864
H -2.806 -0.812 0.772
H 0.359 -2.706 2.263
H 1.739 -1.835 1.524
H 0.783 -1.048 2.816
H -0.510 -3.335 -0.109
H -1.383 -2.218 -1.213
H 0.402 -2.285 -1.236
*
```


DFT (the ωB97M-V functional and the def2-TZVPD basis) results for a structure of composition C8H18AlClIO2PS in a non-equilibrium geometry.

The energy relative to the best compared isomer or geometry (same formula, charge and spin) is 53.9 kcal/mol. The calculation puts the LUMO energy at -11.3222 eV. The molar mass is 398.61 g/mol. As for the gap between HOMO and LUMO: 4.1 eV.

```
! wB97M-V def2-TZVPD RIJCOSX def2/J DEFGRID3
* xyz 2 1
C 3.499 -1.456 -1.534
C 2.887 -1.343 -0.207
H 4.508 -1.942 -1.538
H 3.658 -0.451 -1.970
H 2.791 -1.981 -2.203
O 3.242 -1.485 0.916
I -1.561 -2.563 -2.211
Al 0.016 -0.917 -1.088
P 0.609 0.833 0.688
C 0.009 0.520 2.384
C 2.242 1.574 1.030
H -0.530 2.282 -0.921
H 0.284 3.197 0.381
H -1.282 2.401 0.701
C -0.333 2.317 0.158
H 2.769 1.725 0.079
H 2.084 2.547 1.528
H 0.554 1.178 3.075
H 0.206 -0.518 2.676
H 2.827 0.907 1.676
H -1.068 0.712 2.468
C 0.711 -2.118 0.474
O 0.640 -2.840 1.393
Cl 0.782 0.367 -2.624
C -3.056 0.642 -1.597
S -2.299 -0.010 -0.067
C -3.467 -1.298 0.411
H -2.964 1.740 -1.543
H -4.120 0.375 -1.602
H -2.554 0.224 -2.480
H -3.338 -1.487 1.482
H -4.474 -0.918 0.223
H -3.272 -2.213 -0.158
*
```